The following is a quantum chemistry calculation of 11 unconnected molecules or ions with the total composition C42H74O25S4, from OMol25.

Summary:
molar mass = 1107.3 g/mol
highest occupied orbital energy = -9.86 eV
energy relative to the best compared isomer or geometry (same formula, charge and spin) = 0.0 kcal per mole
DFT total energy = -5118.31026 a.u.
largest force on an atom = 7.42 eV/A
lowest unoccupied orbital energy = 0.17 eV
charge = 0
frontier orbital gap = 10.03 eV
SMILES string = C[C@H]1COC(=O)O1.C[C@H]1COC(=O)O1.C[C@H]1COC(=O)O1.C[C@H]1COC(=O)O1.C[C@H]1COC(=O)O1.O=S1(=O)CCCC1.O=S1(=O)CCCC1.O=S1(=O)CCCC1.O=S1(=O)CCCC1.CC(C)=O.CC(C)=O

XYZ file:
```
145
Properties=species:S:1:pos:R:3:mulliken_charge:R:1
C 4.9393 -1.2113 -4.2186 -1.106
C 4.3360 0.1518 -4.5052 0.797
C 4.4148 1.1333 -3.2749 -0.031
O 5.0835 2.2126 -3.6840 -0.351
C 5.5251 2.0581 -4.8620 0.604
O 6.3463 2.8846 -5.3648 -0.674
O 5.1907 0.8746 -5.3716 -0.378
H 4.6904 -1.9686 -4.9619 0.356
H 4.5121 -1.5342 -3.2692 0.199
H 6.0117 -1.0171 -4.1974 0.330
H 3.3235 0.1507 -4.9089 -0.085
H 5.1363 0.6817 -2.5940 0.024
H 3.5058 1.1585 -2.6740 0.287
C 5.0904 3.3660 3.7692 -0.766
C 3.7626 3.5833 4.5938 0.275
C 2.7973 4.5051 3.9465 -0.034
O 1.5940 3.8446 4.0280 -0.235
C 1.8159 2.5907 4.1462 0.609
O 0.9030 1.7291 3.9581 -0.612
O 3.1177 2.3707 4.3658 -0.271
H 4.7536 2.9725 2.8101 -0.174
H 5.7683 2.5780 4.0973 0.360
H 5.5949 4.3167 3.5967 0.363
H 3.7614 3.8364 5.6540 0.343
H 2.8894 4.5640 2.8620 -0.216
H 2.8713 5.4910 4.4055 0.372
C -3.8360 3.1555 -2.6503 -1.172
C -5.0470 4.1127 -2.5612 0.245
C -6.1767 3.7512 -3.4888 -0.493
O -7.2891 3.8911 -2.6337 -0.392
C -6.9069 3.5991 -1.3817 0.654
O -7.5470 3.2534 -0.4109 -0.553
O -5.6248 3.7292 -1.3974 -0.185
H -3.2167 3.4642 -1.8081 0.144
H -3.2766 3.1084 -3.5846 0.473
H -4.3427 2.1918 -2.5993 0.311
H -4.8435 5.1836 -2.5583 0.363
H -6.1333 2.7128 -3.8176 0.292
H -6.2540 4.4731 -4.3017 0.327
C -4.2635 4.1196 2.6026 -0.726
C -4.9652 3.7596 3.9738 0.066
C -6.0625 2.6530 4.0060 0.416
O -5.7433 1.9340 5.1487 -0.357
C -4.4617 2.1843 5.5534 0.735
O -3.8697 1.6665 6.5233 -0.609
O -4.0272 3.2706 4.8644 -0.360
H -3.3999 4.7331 2.8593 0.388
H -4.9885 4.5133 1.8902 0.356
H -3.9360 3.1363 2.2651 -0.092
H -5.3489 4.6313 4.5039 0.244
H -5.9144 2.0048 3.1423 -0.363
H -7.0648 3.0786 3.9576 0.339
C -1.6911 -5.3304 -3.8865 -1.573
C -1.1667 -4.9525 -2.4463 0.589
C -1.6351 -3.5668 -1.8897 0.274
O -2.6043 -3.8864 -0.9367 -0.080
C -2.8185 -5.2144 -0.8749 0.539
O -3.6629 -5.7912 -0.1845 -0.610
O -2.0276 -5.8379 -1.8122 -0.405
H -1.5359 -6.3897 -4.0909 0.385
H -1.1780 -4.9087 -4.7508 0.383
H -2.7368 -5.0942 -4.0835 0.378
H -0.1410 -5.2979 -2.3168 0.274
H -2.1383 -3.0307 -2.6944 0.205
H -0.7650 -3.0210 -1.5249 -0.194
O 4.8239 -2.7841 -1.1890 -0.601
S 5.1038 -2.5253 0.2341 1.104
O 5.0277 -3.6744 1.1677 -0.671
C 6.6892 -1.6108 0.3765 -0.873
C 6.3035 -0.2140 0.9786 -0.420
C 4.9140 -0.2310 1.7480 -0.141
C 4.0376 -1.0491 0.8260 0.098
H 7.1532 -1.6812 -0.6073 0.443
H 7.3881 -2.1744 0.9945 0.349
H 7.1043 0.1614 1.6157 0.588
H 6.0604 0.3459 0.0756 -0.064
H 4.5247 0.7596 1.9832 -0.299
H 5.1220 -0.6772 2.7206 0.433
H 3.8438 -0.4524 -0.0654 -0.381
H 3.1612 -1.6317 1.1096 0.505
O -4.6184 0.7585 1.6032 -0.262
S -5.2924 -0.4239 2.0579 0.918
O -6.7295 -0.3837 2.4034 -0.699
C -4.9645 -1.9495 0.9596 -0.848
C -4.3368 -3.0100 1.9395 -0.038
C -4.7466 -2.6412 3.3445 -0.881
C -4.4022 -1.1410 3.4650 -0.371
H -4.3302 -1.6164 0.1382 0.295
H -5.9371 -2.2406 0.5627 0.534
H -4.7086 -3.9885 1.6354 0.375
H -3.2739 -3.1731 1.7611 -0.135
H -4.1708 -3.2915 4.0031 0.398
H -5.8088 -2.8534 3.4661 0.337
H -3.3894 -0.8171 3.2254 0.101
H -4.7176 -0.6337 4.3767 0.397
O 0.0539 -1.1517 -1.6393 -0.592
S 0.3385 0.0689 -0.8641 0.433
O 1.7483 0.4663 -0.7555 -0.397
C -0.7973 1.4342 -1.1843 -0.958
C -1.2266 1.9341 0.2988 -0.806
C -1.5404 0.6135 1.0805 0.327
C -0.3070 -0.2249 0.8900 -0.376
H -1.6724 1.1010 -1.7422 0.401
H -0.3780 2.3005 -1.6960 0.683
H -0.3870 2.5260 0.6632 0.397
H -2.0387 2.6143 0.0417 0.200
H -2.4770 0.1933 0.7139 -0.609
H -1.6274 0.8223 2.1468 0.619
H -0.4597 -1.3035 0.9262 -0.022
H 0.3989 0.0473 1.6747 0.305
O -0.3694 -3.7288 1.8357 -0.635
S 0.5941 -4.6434 1.2637 1.232
O 1.1736 -4.3413 -0.0202 -0.732
C 2.0373 -4.9229 2.4600 -0.774
C 1.6680 -6.2531 3.2231 -0.769
C 1.1694 -7.2048 2.1330 -0.671
C -0.0146 -6.4614 1.3439 -0.814
H 2.2223 -4.0160 3.0356 0.479
H 2.8128 -5.1578 1.7310 0.309
H 2.5468 -6.5347 3.8031 0.371
H 0.9937 -6.1043 4.0665 0.351
H 0.8849 -8.1690 2.5542 0.395
H 1.9878 -7.2949 1.4186 0.324
H -0.7804 -6.4886 2.1191 0.371
H -0.3685 -6.8033 0.3713 0.442
C 0.7885 0.9391 -7.1668 -1.096
C 0.2236 0.7216 -5.7731 0.758
C -0.1260 -0.6885 -5.3783 -0.780
O 0.0351 1.6332 -5.0027 -0.536
H 0.2876 1.8610 -7.4621 0.381
H 0.7282 -0.0082 -7.7028 0.315
H 1.7998 1.3376 -7.0867 0.271
H 0.5620 -1.5161 -5.5514 0.433
H -1.1752 -0.9830 -5.3553 0.441
H -0.0648 -0.8358 -4.3000 -0.124
C 2.5918 5.3974 -0.2846 -1.482
C 2.8886 3.9699 -0.7603 0.690
C 4.0105 3.1377 -0.0670 -0.266
O 2.3241 3.4390 -1.6592 -0.408
H 1.7224 5.6061 -0.9080 0.403
H 3.3599 6.1705 -0.3064 0.359
H 2.2452 5.4250 0.7484 0.260
H 3.4741 2.2632 0.3012 -0.131
H 4.5193 3.6986 0.7170 0.391
H 4.6953 2.6455 -0.7575 0.247
```